Below is a cluster of 2 separate species, C3H11NO2S in total in a non-equilibrium geometry, with properties calculated with ωB97M-V with the def2-TZVPD basis set.

For the energy relative to the best compared isomer or geometry (same formula, charge and spin), the calculation gives 12.46 kcal/mol. Its LUMO energy is 0.60 eV. For the HOMO-LUMO gap, the calculation gives 9.989 eV. The charge is 0. The calculation puts the HOMO energy at -9.386 eV. The molar mass is 125.2 u. As for the SMILES: OCNCCS.O. The value obtained for the total energy is -724.29187 Ha.

Last column: natural (NBO) charge in e.
Geometry (Å):
O 2.236 -1.145 1.029  -0.736
C 2.201 -0.171 -0.030  0.095
N 1.229 0.853 0.200  -0.666
C -0.119 0.537 -0.222  -0.227
C -1.140 1.646 0.011  -0.524
S -2.891 1.135 0.034  -0.026
H 1.603 -0.847 1.676  0.471
H 1.937 -0.766 -0.914  0.140
H 3.190 0.274 -0.092  0.168
H 1.636 1.760 0.070  0.384
H -0.404 -0.419 0.221  0.200
H -0.068 0.317 -1.307  0.159
H -0.963 2.365 -0.786  0.214
H -0.909 2.095 0.977  0.231
H -2.899 0.642 -1.210  0.117
O -1.485 -3.084 0.379  -0.929
H -2.136 -2.351 0.411  0.467
H -1.016 -2.843 -0.447  0.463

Forces on the atoms, in the same order (eV/Å):
O 0.241 0.126 -0.512
C -0.458 -0.739 0.510
N 0.523 -0.231 0.927
C 0.147 -0.479 -1.191
C 0.653 -0.290 -0.036
S 0.503 -0.030 0.023
H -0.273 0.177 0.493
H 0.343 0.240 -0.279
H 0.077 0.038 -0.268
H -0.589 0.343 -0.263
H -0.105 0.191 0.393
H -0.406 0.054 0.048
H -0.289 0.385 0.214
H -0.294 0.153 0.004
H -0.050 0.003 -0.074
O -0.217 1.241 -0.987
H 0.306 -0.661 0.316
H -0.112 -0.525 0.681